This record from the Open Molecules 2025 dataset describes C49H42N2O8P2PdS as an isolated structure in a non-equilibrium geometry. The level of theory is ωB97M-V with the def2-TZVPD basis set.

CARTESIAN COORDINATES (ANGSTROEM)
C  1.2673  5.0131  -1.0984
C  0.5023  5.2371  0.0406
C  0.5666  4.3414  1.1143
C  1.4019  3.2584  1.0136
O  1.4183  2.2903  2.0995
P  -0.0610  1.6412  2.3941
O  0.0666  0.7206  3.7598
C  1.1798  0.9406  4.5824
C  0.9544  1.4144  5.8512
C  2.0582  1.7653  6.6363
C  3.3479  1.6334  6.1375
C  3.5421  1.1245  4.8589
C  2.4424  0.7798  4.0646
O  -1.1256  2.8905  2.6484
C  -2.0645  2.7709  3.7211
C  -2.5827  3.9114  4.2696
C  -3.4261  3.7906  5.3822
C  -3.7362  2.5433  5.9056
C  -3.2256  1.4032  5.2994
C  -2.3808  1.5213  4.1904
Pd  0.0070  -0.0202  0.8454
P  1.1831  0.0078  -1.0814
O  1.0345  1.2213  -2.2013
C  1.9755  1.3262  -3.2752
C  1.5678  1.8524  -4.4640
C  2.4936  1.9138  -5.5124
C  3.7941  1.4637  -5.3381
C  4.1804  0.9476  -4.1092
C  3.2555  0.8820  -3.0733
O  2.7627  -0.2433  -0.6364
C  3.3261  -1.5441  -0.8972
C  4.5889  -1.6070  -1.4185
C  5.1005  -2.8614  -1.7753
C  4.3446  -4.0089  -1.5793
C  3.0766  -3.9110  -1.0176
C  2.5617  -2.6579  -0.6709
O  0.6418  -1.3422  -1.8986
C  0.2240  -1.2125  -3.2405
C  0.9794  -1.8602  -4.1812
C  0.6452  -1.6993  -5.5288
C  -0.4322  -0.9114  -5.8990
C  -1.1761  -0.2645  -4.9199
C  -0.8378  -0.4059  -3.5712
C  -2.0445  -0.2082  0.0896
C  -3.0115  0.8829  0.2280
C  -3.0542  1.8647  -0.7701
C  -4.0047  2.8716  -0.7132
C  -4.9140  2.9169  0.3401
C  -4.8280  1.9873  1.3720
C  -3.8842  0.9674  1.3185
C  -1.7731  -1.1830  1.0739
C  -0.7737  -2.1455  0.8081
C  2.1715  3.0143  -0.0893
C  2.1031  3.9093  -1.1639
H  1.2019  5.6908  -1.9422
H  -0.1502  6.1084  0.0951
H  -0.0370  4.5307  1.9890
H  -0.0529  1.5413  6.2336
H  1.9009  2.1620  7.6374
H  4.1982  1.9417  6.7363
H  4.5524  1.0189  4.4635
H  2.6093  0.4109  3.0593
H  -2.3442  4.8902  3.8735
H  -3.8421  4.6838  5.8417
H  -4.3707  2.4549  6.7810
H  -3.4815  0.4143  5.6812
H  -1.9926  0.6157  3.7437
H  0.5536  2.1966  -4.6118
H  2.1916  2.3278  -6.4728
H  4.5153  1.5238  -6.1457
H  5.2036  0.6112  -3.9453
H  3.6015  0.5092  -2.1304
H  5.1965  -0.7225  -1.5622
H  6.0988  -2.9311  -2.2034
H  4.7419  -4.9796  -1.8538
H  2.4818  -4.8076  -0.8411
H  1.5759  -2.6084  -0.2247
H  1.8245  -2.4744  -3.8891
H  1.2473  -2.1925  -6.2903
H  -0.7006  -0.8020  -6.9452
H  -2.0239  0.3614  -5.2038
H  -1.4299  0.1203  -2.8283
H  -1.6186  -0.3204  -0.9168
H  -2.3229  1.8457  -1.5774
H  -4.0358  3.6296  -1.4906
H  -5.6781  3.6846  0.3645
H  -5.4965  2.0635  2.2272
H  -3.8420  0.2392  2.1250
H  -2.2844  -1.1787  2.0239
H  -0.4393  -2.2998  -0.2098
H  -0.5228  -2.9093  1.5375
H  2.7958  2.1279  -0.1522
H  2.6954  3.7209  -2.0556
C  -1.9670  -6.3817  -1.9538
C  -1.7742  -5.8685  -0.6709
O  -0.9080  -5.0489  -0.3400
N  -2.6767  -6.3669  0.3187
C  -3.6788  -7.2923  0.1248
S  -4.6725  -7.8159  1.3398
N  -3.7767  -7.7402  -1.1663
C  -2.9523  -7.3287  -2.2654
O  -3.1566  -7.8189  -3.3801
H  -1.3268  -6.0415  -2.7389
H  -2.5532  -5.9938  1.2706
H  -4.5066  -8.4363  -1.3801

HOMO-LUMO gap in eV: 3.783
Multiplicity: 1
Energy above the lowest of the compared OMol25 structures with the same formula, charge and spin in eV: 1.150

Löwdin atomic charge list, values in e, 4 entries: -0.08, -0.05, -0.03, -0.28


This record from the Open Molecules 2025 dataset describes C31H53ClN2O6P2Si2Sn as an isolated structure in a non-equilibrium geometry. The level of theory is ωB97M-V with the def2-TZVPD basis set.

CARTESIAN COORDINATES (ANGSTROEM)
Sn  -0.2553  0.0226  0.3659
C  2.2795  -0.1478  -1.7335
C  1.5096  -1.3272  -1.9129
C  0.2935  -0.9344  -2.5658
Si  2.0940  -2.9735  -1.2598
C  0.2925  0.4788  -2.6900
C  1.5063  0.9813  -2.1136
Si  2.0802  2.7209  -1.7655
H  3.3072  -0.1163  -1.3675
H  -0.4676  -1.6203  -2.9234
H  -0.4705  1.0917  -3.1596
Cl  -4.8759  0.1969  1.9501
C  3.9408  2.6875  -1.6239
C  1.5055  3.7856  -3.1832
C  3.9512  -2.9025  -1.1050
C  1.5270  -4.2734  -2.4699
H  2.1284  3.5429  -4.0573
H  1.6423  4.8491  -2.9412
H  0.4559  3.6080  -3.4520
H  4.2683  2.1738  -0.7089
H  4.3349  3.7131  -1.6189
H  4.3649  2.1543  -2.4867
H  2.1279  -4.1635  -3.3852
H  0.4685  -4.1728  -2.7430
H  1.6999  -5.2778  -2.0583
H  4.3841  -2.5126  -2.0370
H  4.3494  -3.9107  -0.9262
H  4.2520  -2.2435  -0.2777
C  1.3304  3.3216  -0.1112
C  1.3550  -3.2719  0.4803
P  -0.3687  2.7903  0.3050
H  1.3809  4.4250  -0.0886
H  1.9840  2.9466  0.6985
P  -0.3456  -2.6860  0.7835
H  2.0122  -2.7370  1.1921
H  1.4151  -4.3513  0.7068
C  -0.9045  -3.2734  2.4793
C  -1.4246  -3.6940  -0.3633
C  -1.4385  3.5873  -1.0017
C  -0.9171  3.6837  1.8698
C  -0.9173  2.7778  3.1040
H  -1.9640  3.9654  1.6605
C  -0.1042  4.9462  2.1586
H  0.9616  4.7192  2.2933
H  -0.4728  5.3873  3.0946
H  -0.2024  5.7132  1.3825
H  -1.5523  1.8915  2.9850
H  -1.3062  3.3324  3.9718
H  0.0970  2.4480  3.3610
H  -0.9842  3.2641  -1.9502
C  -1.4039  5.1158  -0.9345
C  -2.8797  3.0617  -0.9545
H  -0.3919  5.5303  -1.0168
H  -1.8634  5.4904  -0.0106
H  -1.9889  5.5183  -1.7719
H  -2.9502  2.0168  -1.2771
H  -3.5031  3.6621  -1.6306
H  -3.3205  3.1247  0.0502
H  -0.9739  -3.5394  -1.3549
C  -2.8672  -3.1706  -0.4040
C  -1.3926  -5.1892  -0.0354
H  -0.3818  -5.6142  -0.0464
H  -1.9798  -5.7294  -0.7901
H  -1.8524  -5.3990  0.9393
H  -2.9422  -2.1939  -0.8949
H  -3.3081  -3.0699  0.5975
H  -3.4901  -3.8758  -0.9710
C  -0.9043  -2.1587  3.5298
C  -0.1073  -4.4739  2.9916
H  -1.9533  -3.5794  2.3200
H  0.9621  -4.2445  3.0865
H  -0.2164  -5.3642  2.3628
H  -0.4823  -4.7393  3.9891
H  0.1150  -1.8353  3.7778
H  -1.3540  -2.5331  4.4626
H  -1.4867  -1.2794  3.2270
C  -2.3892  0.0818  0.8838
H  -3.0028  0.0133  -0.0151
H  -2.5982  -0.7652  1.5356
H  -2.5846  1.0258  1.3913
O  3.0091  -0.4213  1.8420
C  2.1103  0.0075  2.5658
O  0.8841  0.3370  2.1836
C  2.2376  0.1818  4.0639
C  1.0671  0.3844  4.8083
C  1.0752  0.4846  6.2094
C  2.2831  0.4064  6.9072
C  3.4714  0.2247  6.1813
C  3.4552  0.1109  4.7694
N  4.7191  0.1402  6.8911
O  4.6897  0.2229  8.1389
O  5.7737  -0.0108  6.2408
N  -0.1917  0.6308  6.8712
O  -1.2170  0.6798  6.1429
O  -0.2338  0.6998  8.1141
H  0.1157  0.4459  4.2962
H  2.2994  0.4821  7.9910
H  4.3811  -0.0392  4.2230

HOMO-LUMO gap (spin up / spin down) in eV: 5.346 / 4.364
Multiplicity: 1
Energy above the lowest of the compared OMol25 structures with the same formula, charge and spin in eV: 1.025

Löwdin atomic charge list, values in e, 4 entries: 1.25, -0.18, -0.37, -0.19